{
  "formula": "HO3S3",
  "method": "ωB97M-V/def2-TZVPD",
  "energy_ha": -1420.91006,
  "e_homo_ev": -4.42,
  "homo_lumo_gap_ev": 7.8,
  "fmax_ev_per_a": 4.33,
  "total_charge": -1,
  "species": ["O", "O", "O", "S", "S", "S", "H"],
  "positions_angstrom": [[-0.470, -1.144, -0.767], [-1.306, 0.969, 0.002], [1.152, 0.251, 0.400], [0.393, 1.082, -2.243], [0.813, -0.882, 1.499], [-0.222, 0.247, -0.640], [-0.360, -0.523, 1.751]]
}